Entry 1:
C37H49N5O3 | ωB97M-V/def2-TZVPD

Each line ends with the Löwdin charge.
Cartesian coordinates (Å):
C (-1.5583, -9.3488, 2.7737)  -0.10
C (-2.1071, -8.0809, 2.7338)  -0.08
C (-1.2464, -6.9927, 2.8471)  -0.14
N (0.0957, -7.1655, 2.9154)  0.03
C (0.6436, -8.4026, 2.9019)  -0.13
C (-0.1884, -9.5116, 2.7042)  -0.08
H (-2.2203, -10.1909, 2.6360)  0.10
H (-3.1769, -7.9350, 2.7591)  0.10
H (-1.5578, -5.9631, 2.9433)  0.10
H (1.7194, -8.4326, 2.9916)  0.10
H (0.1287, -10.5425, 2.6495)  0.10
C (-1.5092, -1.2888, -7.2618)  -0.09
C (-0.2327, -1.7305, -6.9162)  -0.07
C (0.8107, -0.7720, -6.8347)  -0.15
N (0.6514, 0.5376, -7.0699)  0.05
C (-0.6036, 0.9296, -7.4164)  -0.14
C (-1.7252, 0.0688, -7.4844)  -0.07
H (-2.3577, -1.9559, -7.3004)  0.10
H (-0.0253, -2.7382, -6.5876)  0.09
H (1.7563, -1.1472, -6.4722)  0.09
H (-0.7161, 1.9472, -7.7604)  0.09
H (-2.6695, 0.5056, -7.7741)  0.10
C (-5.9009, 5.3963, -7.8546)  -0.08
C (-7.0538, 4.7590, -7.4403)  -0.09
C (-7.2560, 4.5055, -6.0670)  -0.14
N (-6.3499, 4.8840, -5.1243)  0.04
C (-5.1822, 5.4584, -5.5445)  -0.14
C (-4.9494, 5.7526, -6.8813)  -0.08
H (-5.7383, 5.4655, -8.9200)  0.10
H (-7.8381, 4.3785, -8.0779)  0.09
H (-8.1688, 4.0506, -5.7119)  0.09
H (-4.4625, 5.5658, -4.7465)  0.10
H (-4.0119, 6.1673, -7.2212)  0.10
C (0.5293, -0.9304, 0.0652)  -0.07
C (0.5893, -0.7371, 1.4476)  -0.07
C (0.0393, 0.4264, 2.0295)  -0.14
N (-0.4951, 1.3591, 1.2343)  0.03
C (-0.5657, 1.2397, -0.1199)  -0.14
C (-0.0180, 0.1123, -0.6982)  -0.09
H (0.8166, -1.8468, -0.4291)  0.10
H (1.0189, -1.5288, 2.0434)  0.09
H (0.0868, 0.5905, 3.0959)  0.10
H (-1.1320, 1.9553, -0.6976)  0.10
H (-0.2411, -0.0320, -1.7450)  0.09
C (0.0321, 8.1719, -1.0695)  -0.09
C (0.6974, 7.4051, -2.0456)  -0.07
C (0.7692, 7.8931, -3.3713)  -0.14
N (0.1212, 9.0330, -3.7507)  0.04
C (-0.4400, 9.8251, -2.7725)  -0.12
C (-0.4791, 9.3982, -1.4351)  -0.09
H (0.0178, 7.9067, -0.0227)  0.10
H (1.1862, 6.5107, -1.6884)  0.09
H (1.2437, 7.2972, -4.1369)  0.09
H (-0.8084, 10.7839, -3.1063)  0.09
H (-0.8547, 10.0715, -0.6788)  0.10
C (-5.6943, -4.8438, -3.4042)  -0.16
C (-4.6287, -5.2022, -2.3983)  -0.17
C (-3.3960, -5.6657, -3.2132)  -0.22
O (-3.8766, -5.7333, -4.5153)  -0.16
C (-5.3131, -5.7917, -4.5868)  -0.17
H (-5.6477, -3.8313, -3.8052)  0.11
H (-6.7203, -5.0112, -3.0764)  0.11
H (-4.9054, -6.0896, -1.8290)  0.11
H (-4.3616, -4.4193, -1.6885)  0.11
H (-2.9840, -6.6214, -2.8891)  0.11
H (-2.5815, -4.9414, -3.2155)  0.11
H (-5.6209, -6.8337, -4.5002)  0.11
H (-5.7895, -5.5465, -5.5360)  0.11
C (6.9872, 6.2131, 5.2313)  -0.17
C (5.6795, 5.4878, 5.0011)  -0.17
C (5.7232, 4.3844, 6.0904)  -0.21
O (7.0652, 4.1255, 6.3802)  -0.13
C (7.6960, 5.3762, 6.3114)  -0.22
H (6.7957, 7.2375, 5.5507)  0.11
H (7.5696, 6.1282, 4.3139)  0.11
H (5.5621, 5.0716, 4.0006)  0.10
H (4.8116, 6.1461, 4.9635)  0.11
H (5.0879, 3.5464, 5.8037)  0.12
H (5.4264, 4.7386, 7.0777)  0.12
H (8.7800, 5.4299, 6.2108)  0.12
H (7.5447, 5.8614, 7.2757)  0.11
C (4.6285, -5.0400, 8.2980)  -0.17
C (3.9124, -3.9308, 7.5600)  -0.20
C (4.4308, -2.6668, 8.1417)  -0.21
O (4.8374, -3.0847, 9.4328)  -0.16
C (4.6993, -4.4925, 9.7312)  -0.17
H (5.6522, -5.2092, 7.9642)  0.11
H (4.0876, -5.9863, 8.2882)  0.11
H (2.8352, -4.0976, 7.5534)  0.12
H (4.1965, -3.9447, 6.5078)  0.11
H (3.6880, -1.8764, 8.2490)  0.12
H (5.3056, -2.3970, 7.5501)  0.12
H (3.8323, -4.7260, 10.3491)  0.11
H (5.5713, -4.8417, 10.2843)  0.11

Properties
**E_HOMO**: -9.400 eV
**Gap between HOMO and LUMO**: 9.761 eV
**Relative energy (zero: lowest compared OMol25 entry of this formula, charge and spin)**: 0.0 kcal per mole
**Net charge**: 0

=====

Entry 2:
C13H46N12O10 | ωB97M-V/def2-TZVPD

Each line ends with the Löwdin charge.
Cartesian coordinates (Å):
N (0.7617, 3.3580, -4.2042)  0.18
C (1.5251, 3.2749, -3.1906)  -0.67
N (1.1398, 2.5323, -2.2430)  0.15
O (2.6586, 4.0693, -3.1191)  -0.13
H (0.9095, 4.1365, -4.8491)  0.14
H (-0.2355, 2.9913, -4.2530)  0.13
H (1.7366, 2.7065, -1.4264)  0.08
H (0.1888, 2.4559, -1.9920)  0.08
N (0.5786, 0.1954, -3.5408)  0.10
C (0.7418, 0.4009, -4.8115)  -0.65
N (1.9638, -0.0937, -4.9128)  0.12
O (-0.2494, 0.4595, -5.7445)  -0.11
H (-0.4370, 0.3087, -3.3842)  0.06
H (0.9192, 1.0512, -2.9964)  0.08
H (2.1530, -0.2868, -5.9096)  0.11
H (2.7673, 0.4560, -4.4694)  0.16
N (0.1487, -3.5129, 1.3897)  0.17
C (1.3628, -3.8223, 1.6712)  -0.64
N (1.5238, -3.8602, 2.9708)  0.12
O (2.3878, -3.7789, 0.7688)  -0.06
H (0.0012, -3.2993, 0.3964)  0.13
H (-0.6949, -3.4614, 2.0331)  0.15
H (2.4633, -4.0491, 3.3168)  0.14
H (0.8883, -4.1894, 3.6220)  0.10
N (2.9745, -0.4286, 3.1763)  0.15
C (1.7458, -0.1733, 3.6178)  -0.63
N (0.9885, -1.2506, 3.6558)  0.15
O (1.4023, 1.0672, 4.0686)  -0.12
H (3.5721, 0.3864, 3.3341)  0.11
H (3.4109, -1.2979, 2.8265)  0.13
H (-0.0152, -1.0249, 3.7730)  0.07
H (1.1200, -2.1710, 3.1124)  0.07
N (-3.0876, -3.0881, -0.2815)  0.19
C (-3.2454, -2.2689, -1.2967)  -0.60
N (-4.1575, -1.3231, -1.1652)  0.10
O (-2.4988, -2.1893, -2.4237)  -0.05
H (-2.4705, -3.8962, -0.3751)  0.13
H (-3.6589, -3.0184, 0.5365)  0.11
H (-4.4528, -1.0121, -2.1006)  0.15
H (-4.9198, -1.5399, -0.4885)  0.15
N (-2.1743, 0.7967, -3.2537)  0.17
C (-2.4387, 1.5478, -2.2394)  -0.62
N (-3.1097, 1.0809, -1.2217)  0.15
O (-1.8681, 2.8085, -2.2424)  -0.12
H (-2.0306, 1.3440, -4.1148)  0.14
H (-2.6902, -0.0533, -3.3624)  0.10
H (-3.1545, 1.6475, -0.3308)  0.16
H (-3.5512, 0.1392, -1.2363)  0.03
C (3.8901, -0.6171, -0.3554)  -0.07
C (2.4187, -0.4611, -0.1157)  -0.33
O (1.6063, -1.0647, -1.1283)  -0.07
H (4.1163, -0.1157, -1.2897)  0.07
H (4.2287, -1.6497, -0.4272)  0.07
H (4.5139, -0.0962, 0.4014)  0.07
H (2.2118, 0.5755, -0.1631)  0.07
H (2.1491, -0.8099, 0.8557)  0.06
H (0.7831, -0.6232, -0.9653)  -0.02
C (-3.9768, 0.1684, 3.5219)  -0.07
C (-2.6411, -0.0069, 4.2074)  -0.34
O (-1.9105, -1.0595, 3.7009)  -0.13
H (-4.7499, -0.5321, 3.8175)  0.07
H (-3.8870, 0.2426, 2.3934)  0.08
H (-4.4244, 1.1086, 3.7330)  0.06
H (-2.5920, -0.1444, 5.2956)  0.13
H (-2.0755, 0.9074, 4.0667)  0.11
H (-2.4012, -1.9127, 3.9470)  0.14
C (-0.5684, 1.4278, 1.0239)  -0.02
C (-0.8186, -0.1275, 0.7442)  -0.22
O (-0.8402, -0.3417, -0.6746)  -0.11
H (-1.3264, 2.1448, 0.6632)  0.06
H (0.3888, 1.9064, 0.6925)  0.06
H (-0.5505, 1.5191, 2.1200)  0.05
H (-1.7120, -0.4938, 1.1986)  0.08
H (-0.0169, -0.6674, 1.1062)  0.05
H (-1.6178, 0.1374, -0.9593)  0.00
C (3.0307, 2.7086, 1.2220)  -0.10
O (2.8500, 2.9236, -0.2164)  -0.13
H (3.5892, 1.8224, 1.5162)  0.05
H (2.1245, 2.5425, 1.8159)  0.06
H (3.5718, 3.6027, 1.6451)  0.10
H (3.7426, 2.8605, -0.4837)  0.07

Properties
**E_HOMO**: -8.101 eV
**Gap between HOMO and LUMO**: 7.063 eV
**Relative energy (zero: lowest compared OMol25 entry of this formula, charge and spin)**: 63.7 kcal per mole
**Net charge**: 0

=====

Entry 3:
C8H17N2O3 | ωB97M-V/def2-TZVPD

Each line ends with the Löwdin charge.
Cartesian coordinates (Å):
C (0.8674, -3.0751, 0.7511)  0.08
C (-0.1040, -2.1786, 0.9918)  -0.12
C (-0.7942, -1.3457, 0.0405)  -0.60
C (-2.2069, -1.7731, -0.0982)  0.00
O (-0.0517, -1.1394, -1.1539)  0.02
N (-0.9712, 0.0117, 0.7018)  0.09
C (-1.0498, 1.1708, 0.0168)  -0.32
O (-1.8613, 2.2086, 0.3592)  0.08
N (0.5326, 1.9844, 0.1709)  -0.07
C (0.6398, 2.8451, -0.9655)  -0.02
C (1.6270, 1.0327, 0.5441)  -0.05
C (2.3176, 0.2619, -0.2835)  -0.20
O (2.4027, 0.3409, -1.6005)  0.05
H (1.3808, -3.2667, -0.1738)  0.07
H (1.1110, -3.7095, 1.5629)  0.06
H (-0.5625, -2.2508, 2.0098)  0.14
H (-2.0906, -2.7126, -0.7194)  0.12
H (-2.9342, -0.9697, -0.4913)  0.13
H (-2.5345, -1.9675, 0.9944)  0.12
H (0.1275, -2.0269, -1.4889)  0.11
H (-1.5297, 0.0221, 1.4900)  0.12
H (-1.1052, 0.9199, -1.1313)  0.20
H (-2.2756, 2.0675, 1.2170)  0.13
H (0.2893, 2.4707, 1.0111)  0.14
H (-0.2816, 2.9041, -1.4402)  0.08
H (0.9209, 3.8571, -0.5871)  0.13
H (1.4942, 2.6128, -1.6043)  0.10
H (1.6956, 1.1232, 1.6995)  0.16
H (3.1592, -0.4378, 0.0790)  0.17
H (1.7874, 1.0201, -1.9020)  0.08

Properties
**E_HOMO**: -12.747 eV
**Gap between HOMO and LUMO**: 9.885 eV
**Relative energy (zero: lowest compared OMol25 entry of this formula, charge and spin)**: 33.7 kcal per mole
**Net charge**: +1

=====

Entry 4:
C49H31IO10 | ωB97M-V/def2-TZVPD

Each line ends with the Löwdin charge.
Cartesian coordinates (Å):
O (-6.0303, 0.4948, -4.0345)  0.11
C (-5.4837, 1.5627, -3.8614)  -0.28
C (-4.0097, 1.6573, -3.6623)  -0.08
C (-3.2482, 0.4956, -3.7038)  0.00
C (-1.8735, 0.5626, -3.5463)  -0.05
C (-1.2535, 1.7914, -3.3466)  -0.05
C (-2.0070, 2.9518, -3.2948)  0.00
C (-3.3873, 2.8895, -3.4492)  -0.08
C (-4.1773, 4.1495, -3.3793)  -0.27
O (-3.6403, 5.2140, -3.1501)  0.09
C (-5.6484, 4.0610, -3.6058)  -0.08
C (-6.4064, 5.2257, -3.5809)  0.00
C (-7.7712, 5.1680, -3.8047)  -0.06
C (-8.3860, 3.9457, -4.0539)  -0.06
C (-7.6372, 2.7814, -4.0724)  0.00
C (-6.2671, 2.8336, -3.8470)  -0.08
H (-3.7463, -0.4511, -3.8627)  0.12
H (-1.2770, -0.3402, -3.5719)  0.09
H (-0.1788, 1.8396, -3.2301)  0.11
H (-1.5375, 3.9133, -3.1376)  0.12
H (-5.9126, 6.1676, -3.3851)  0.11
H (-8.3596, 6.0761, -3.7858)  0.11
H (-9.4525, 3.9032, -4.2325)  0.11
H (-8.0997, 1.8221, -4.2601)  0.12
O (0.6537, -1.5298, -2.3119)  0.09
C (1.2481, -2.2802, -1.5667)  -0.27
C (2.3864, -3.1109, -2.0531)  -0.08
C (2.7821, -3.0007, -3.3803)  0.00
C (3.8498, -3.7485, -3.8472)  -0.05
C (4.5276, -4.6094, -2.9912)  -0.05
C (4.1330, -4.7290, -1.6695)  0.00
C (3.0609, -3.9826, -1.1960)  -0.08
C (2.6452, -4.1367, 0.2259)  -0.26
O (3.2025, -4.9246, 0.9624)  0.09
C (1.5237, -3.2894, 0.7190)  -0.08
C (1.1384, -3.3889, 2.0508)  0.01
C (0.1088, -2.5985, 2.5325)  -0.05
C (-0.5406, -1.7055, 1.6873)  -0.05
C (-0.1648, -1.6057, 0.3584)  0.00
C (0.8670, -2.3975, -0.1310)  -0.08
H (2.2462, -2.3248, -4.0324)  0.12
H (4.1575, -3.6606, -4.8809)  0.11
H (5.3649, -5.1885, -3.3578)  0.11
H (4.6458, -5.3980, -0.9921)  0.12
H (1.6534, -4.0858, 2.6983)  0.11
H (-0.1891, -2.6770, 3.5698)  0.11
H (-1.3423, -1.0863, 2.0677)  0.11
H (-0.6624, -0.9180, -0.3121)  0.12
O (1.2303, -7.7523, 6.4781)  0.11
C (2.1943, -7.2321, 6.9982)  -0.28
C (3.2146, -6.5073, 6.1883)  -0.08
C (3.0405, -6.4144, 4.8124)  0.00
C (3.9609, -5.7264, 4.0385)  -0.05
C (5.0617, -5.1270, 4.6433)  -0.05
C (5.2483, -5.2243, 6.0116)  0.00
C (4.3275, -5.9162, 6.7897)  -0.09
C (4.5563, -6.0175, 8.2590)  -0.28
O (5.5436, -5.5416, 8.7775)  0.11
C (3.5240, -6.7242, 9.0726)  -0.08
C (3.6939, -6.8067, 10.4494)  0.00
C (2.7410, -7.4428, 11.2263)  -0.06
C (1.6135, -7.9997, 10.6321)  -0.06
C (1.4423, -7.9258, 9.2605)  0.00
C (2.3967, -7.2901, 8.4754)  -0.08
H (2.1764, -6.8846, 4.3621)  0.12
H (3.8183, -5.6505, 2.9691)  0.08
H (5.7763, -4.5818, 4.0401)  0.11
H (6.1025, -4.7691, 6.4941)  0.12
H (4.5758, -6.3665, 10.8945)  0.12
H (2.8744, -7.5054, 12.2985)  0.11
H (0.8681, -8.4928, 11.2423)  0.11
H (0.5739, -8.3569, 8.7813)  0.12
O (2.2482, 9.5514, -1.7554)  0.20
C (1.7338, 9.0255, -2.6830)  -0.36
O (2.0557, 7.7563, -3.1123)  0.15
C (1.1101, 7.3760, -4.0635)  -0.38
O (1.0545, 6.2581, -4.4644)  0.18
C (0.2565, 8.5387, -4.3960)  -0.07
C (-0.7992, 8.4808, -5.4461)  -0.15
C (-2.1324, 7.9888, -4.8761)  -0.29
C (-2.8188, 8.9563, -3.9314)  -0.62
I (-3.3011, 10.8299, -4.8432)  0.81
C (0.6294, 9.5171, -3.5681)  -0.18
O (0.1579, 10.7535, -3.3876)  0.11
H (-0.4740, 7.7815, -6.2178)  0.13
H (-0.9261, 9.4671, -5.8998)  0.07
H (-1.9251, 7.0840, -4.2921)  0.11
H (-2.8059, 7.6912, -5.6813)  0.11
H (-2.2176, 9.1739, -3.0505)  0.05
H (-3.7687, 8.5512, -3.5943)  0.03
H (-0.1372, 11.1365, -4.2231)  0.10

Properties
**E_HOMO**: -9.699 eV
**Gap between HOMO and LUMO**: 8.462 eV
**Net charge**: 0

=====

no.,total energy (eV)
1,-52751.4447
2,-52578.9374
3,-17684.3069
4,-79893.9026